Entry 1:
The following is a DFT calculation (ωB97M-V with the def2-TZVPD basis set) of a molecular structure, C36H37NP2SeZr in a non-equilibrium geometry.

Geometry as XYZ:
```
78
Properties=species:S:1:pos:R:3:forces:R:3
Zr -0.5686 1.1337 0.9635 -2.923 2.350 1.410
C 0.9784 5.5526 2.8711 0.941 1.718 0.694
C 1.8024 4.7643 2.1888 -0.937 0.183 -0.815
C 2.3458 3.4672 2.6926 0.446 -0.389 -0.661
C 1.3020 2.2802 2.8571 1.960 0.199 0.427
C 0.0788 2.5171 3.6609 -1.208 -0.892 -0.828
C -0.2458 3.4795 4.5363 -0.845 -0.966 -0.682
C 0.6547 4.4273 5.2281 0.072 0.178 0.504
C 0.9999 5.6747 4.3851 -0.596 -0.171 0.513
C -2.5052 0.7595 1.9437 -0.180 -0.167 -0.138
H 0.5961 6.4897 2.4328 0.252 -0.677 -0.239
H 2.1195 5.1029 1.1894 -0.508 -0.519 0.227
H 2.9384 3.6392 3.6162 -0.508 -0.541 -0.284
H 3.0525 3.1537 1.9046 0.025 -0.235 0.634
H 1.1226 1.9108 1.7419 0.401 0.674 1.012
H 1.8731 1.4206 3.2503 -0.151 0.095 -0.140
H -0.6998 1.7009 3.5069 0.334 0.910 0.053
H -1.3258 3.5378 4.7618 0.686 -0.263 0.309
H 1.5852 3.9219 5.5533 -0.587 0.142 -0.156
H 0.0929 4.7335 6.1337 0.681 -0.055 -0.341
H 0.3239 6.4844 4.7063 0.393 -0.227 -0.291
H 2.0282 5.9474 4.6694 -0.382 0.275 -0.155
H -3.0055 1.6699 2.3230 0.408 -0.270 -0.174
H -2.4688 0.0287 2.7716 0.185 0.172 -0.349
H -3.1813 0.3395 1.1624 0.427 0.106 0.247
P -0.0613 -1.0233 -2.8249 0.058 0.028 -1.995
P -0.9784 -2.3470 -0.5352 -0.707 -1.275 1.132
C 1.2783 -1.7757 -1.8454 -0.252 -0.111 1.052
C 0.8180 -2.4672 -0.7702 0.325 0.470 -1.293
C 0.4347 -1.4028 -4.5295 -0.141 -0.558 -0.122
C 1.6998 -1.9044 -4.8535 -0.147 0.430 -0.345
C 2.1100 -1.8938 -6.1875 -0.186 -0.137 0.050
C 1.2208 -1.4763 -7.1832 -0.009 -0.004 0.124
C -0.0960 -1.1191 -6.8643 0.136 -0.069 0.017
C -0.5027 -1.0986 -5.5336 0.576 0.041 0.197
C 0.4479 0.7332 -2.8076 0.149 -0.067 1.137
C 0.2810 1.2655 -1.4927 1.225 -0.773 -0.261
C 0.9765 2.4252 -1.1268 -0.187 0.148 0.777
C 1.6927 3.1527 -2.0862 -0.375 0.063 0.165
C 1.7534 2.6809 -3.4038 -0.025 -0.253 0.072
C 1.1549 1.4542 -3.7760 -0.080 0.733 0.535
C -1.3846 -4.1420 -1.0116 -0.423 0.261 -0.303
C -1.2003 -4.5298 -2.3525 0.251 0.126 0.340
C -1.2099 -5.8808 -2.6986 -0.170 0.131 0.156
C -1.4952 -6.8509 -1.7354 0.062 0.177 0.118
C -1.8145 -6.4616 -0.4346 -0.030 0.257 -0.245
C -1.7884 -5.1085 -0.0811 0.220 0.092 0.102
C -1.0968 -2.4577 1.2817 -0.231 0.012 -0.002
C -2.3886 -2.3617 1.8303 0.316 0.111 0.151
C -2.5660 -2.4091 3.2085 -0.039 -0.151 -0.031
C -1.4584 -2.5744 4.0497 -0.036 -0.021 -0.010
C -0.1790 -2.6695 3.5032 0.039 0.119 0.403
C 0.0072 -2.6051 2.1245 0.031 0.384 0.162
H 2.3218 -1.6808 -2.1573 -0.227 -0.308 0.279
H 1.3961 -3.1743 -0.1714 0.144 0.361 -0.202
H 2.3590 -2.2719 -4.0687 -0.016 0.189 -0.368
H 3.1235 -2.2143 -6.4344 -0.352 0.055 -0.049
H 1.5539 -1.4493 -8.2187 -0.110 -0.036 0.202
H -0.8046 -0.8488 -7.6466 0.233 -0.107 0.141
H -1.5212 -0.8325 -5.2489 0.217 0.059 -0.161
H -0.0292 0.3930 -0.7518 0.562 0.780 -1.961
H 0.9491 2.8165 -0.0819 0.191 0.011 -0.916
H 2.1657 4.0983 -1.7729 -0.193 -0.663 -0.358
H 2.3433 3.2394 -4.1389 -0.306 -0.227 0.269
H 1.2849 1.0840 -4.8012 -0.127 -0.013 0.582
H -1.0270 -3.7639 -3.1107 0.146 -0.291 0.094
H -0.9947 -6.1817 -3.7200 -0.095 0.097 0.129
H -1.4766 -7.9068 -2.0026 -0.040 0.274 0.062
H -2.0821 -7.2063 0.3112 0.016 0.156 -0.145
H -2.0775 -4.8213 0.9306 0.250 -0.108 -0.216
H -3.2324 -2.1817 1.1603 0.125 -0.207 0.222
H -3.5684 -2.3005 3.6294 0.323 -0.118 -0.093
H -1.6012 -2.6242 5.1321 0.079 0.009 -0.384
H 0.6900 -2.7989 4.1494 -0.272 0.025 -0.097
H 1.0133 -2.6509 1.7102 -0.236 -0.154 0.236
Se -2.9949 5.0268 2.2565 1.147 -1.156 -1.327
C -2.0126 3.9233 1.3171 -0.031 -0.413 0.737
N -1.3270 3.0375 0.8147 -0.165 -0.008 0.465
```
Forces are in eV/Å.

Calculated values
DFT total energy = -124604.8560 eV
Spin multiplicity = 1
Frontier orbital gap (spin up / spin down) = 4.534 / 4.535 eV
Charge = +2

Entry 2:
The following is a DFT calculation (ωB97M-V with the def2-TZVPD basis set) of a molecular structure, C36H38Br33N3O8P2 in a non-equilibrium geometry.

Geometry as XYZ:
```
120
Properties=species:S:1:pos:R:3:forces:R:3
C -0.0537 4.9361 1.9058 -1.184 0.444 -0.871
C -1.1577 5.7669 1.5353 0.185 -0.381 -0.597
C -2.6531 5.2394 1.5116 1.050 0.369 -2.286
O -3.3259 5.5165 2.4761 0.678 -0.629 -0.811
O -3.0849 4.5464 0.3919 0.668 -0.114 2.479
C -3.8770 3.3660 0.7612 -0.517 -0.948 -1.355
C -3.2193 2.1237 0.0293 0.263 -0.026 -0.438
C -3.1920 0.7942 0.8872 0.448 -0.364 -0.630
C -1.8413 0.5260 1.6585 -0.261 0.085 1.452
C -1.7484 -0.9701 2.2466 -0.361 0.581 -0.459
C -0.8009 -1.9203 1.3707 0.413 0.926 0.244
C 0.7031 -1.8402 1.8256 2.616 -0.005 0.881
C 1.1210 -2.1522 3.2382 1.801 0.869 -0.911
C 2.5117 -2.0791 3.7212 0.058 1.670 -2.034
C 3.6257 -1.6507 2.8011 -4.231 2.468 -0.920
N 5.0641 -1.5205 3.2225 -1.436 6.181 2.338
C 5.2293 -0.2507 3.4127 -0.314 -1.219 -2.791
O 5.4622 0.8621 3.1735 -0.453 -0.426 1.092
C 3.2331 -1.3201 1.4030 -1.584 0.847 0.498
C 1.8235 -1.4127 0.9098 0.456 -0.399 2.026
C 1.5808 -1.0392 -0.6127 0.591 0.349 0.646
O 0.9036 -1.7119 -1.3518 0.631 0.665 0.756
C 2.3567 0.2623 -1.0798 0.935 0.977 0.137
C 3.7660 0.3506 -0.5720 -0.930 1.329 -1.094
C 4.6190 1.4999 -0.9097 -2.854 -0.321 -1.024
C 4.0524 2.6094 -1.7629 -1.142 -3.283 -0.094
P 5.2136 4.0472 -2.1216 0.571 0.923 0.847
N 6.8282 3.3363 -1.9881 -1.661 -1.040 -0.269
O 5.1219 4.5319 -3.7384 -0.136 -0.551 1.152
C 2.6322 2.5161 -2.2356 0.762 -0.545 0.303
C 2.0678 3.7286 -3.0871 -0.672 -0.317 1.556
C 1.7508 1.3280 -1.9282 2.648 0.828 2.311
P 0.0002 1.1562 -2.5433 -0.908 -2.134 -3.273
N 0.0430 0.2420 -3.8481 0.643 1.115 1.209
O -0.7047 2.5959 -2.9769 0.369 -1.175 1.293
O -0.9945 0.3984 -1.4508 0.952 1.830 -0.150
C 4.3006 -0.8083 0.3589 -1.086 0.164 0.179
O 5.4186 -1.2655 0.2935 -0.880 0.768 0.070
H 0.3523 5.0226 2.9451 1.015 0.900 -1.731
H 0.3761 4.2590 1.1112 -1.409 -0.800 1.684
H -0.9983 6.8402 1.2214 -0.759 -0.640 2.248
H -3.9088 3.1782 1.8750 0.258 0.757 -2.142
H -4.9060 3.5500 0.3177 1.032 -0.301 1.010
H -2.1771 2.4421 -0.2876 -1.151 -0.498 0.517
H -3.7548 1.8906 -0.9438 0.467 0.481 1.118
H -4.0644 0.8197 1.5972 0.945 -0.192 -0.521
H -3.3636 -0.1084 0.2137 0.094 1.120 0.620
H -0.9081 0.7710 1.0819 -1.079 -0.199 0.260
H -1.8474 1.2084 2.5679 0.156 -0.582 -1.050
H -1.4152 -0.8963 3.3205 -0.297 -0.345 -1.103
H -2.8239 -1.3443 2.2290 1.332 0.107 0.142
H -1.1576 -2.9941 1.4025 0.508 1.226 -0.189
H -0.8306 -1.5000 0.3229 -0.112 -0.887 1.023
H 0.3372 -2.4546 4.0154 2.089 1.605 -1.543
H 2.8191 -2.2927 4.7825 -0.628 0.133 -1.271
H 5.6627 1.5081 -0.5148 -1.122 0.023 -0.455
H 6.8153 2.4010 -2.4351 0.313 0.623 0.023
H 6.9902 3.1125 -0.9933 0.005 0.603 -0.541
H 4.8997 5.4848 -3.6869 0.279 -0.771 -0.135
H 1.1394 4.0676 -2.5249 1.006 -0.335 -0.880
H 2.7583 4.6152 -3.0783 -0.595 -1.221 -0.261
H 1.7372 3.4216 -4.1143 0.561 0.323 0.940
H 1.0332 0.0127 -3.9876 -0.532 -0.258 -0.303
H -1.1414 2.4774 -3.8537 0.550 -0.204 0.582
H -1.6683 -0.1495 -1.8972 0.669 0.259 -0.214
C 9.0346 0.3529 5.3904 0.036 0.028 0.054
Br 8.2387 1.9595 6.1192 0.094 -0.213 -0.144
Br 7.7763 -0.6444 4.3091 1.060 -0.299 0.456
Br 10.6666 0.7327 4.4238 -0.279 -0.042 0.115
H 9.3022 -0.2796 6.2314 -0.060 0.107 -0.160
C -3.9563 2.2158 -6.1515 -0.172 -0.145 0.043
Br -3.2668 0.4644 -5.7137 -0.014 0.316 -0.052
Br -2.5529 3.5518 -6.1826 -0.119 -0.189 0.024
Br -4.9724 2.2023 -7.7972 0.198 0.006 0.221
H -4.6429 2.4950 -5.3575 0.110 -0.017 -0.164
C -8.3900 0.0132 -6.2235 -0.006 -0.148 -0.003
Br -7.3484 0.8919 -4.8518 -0.054 -0.075 -0.276
Br -8.9726 1.2552 -7.5894 0.120 -0.096 0.174
Br -7.4516 -1.4997 -6.9796 -0.111 0.281 0.102
H -9.2842 -0.3743 -5.7438 0.159 0.090 -0.061
C 5.2990 -5.2049 1.8792 0.046 -0.398 0.219
Br 4.4833 -3.5676 2.5796 1.513 -8.356 -2.021
Br 4.0472 -6.2449 0.8282 0.112 0.210 0.067
Br 6.9258 -4.8338 0.8973 -0.248 -0.039 0.118
H 5.5772 -5.8152 2.7354 -0.007 0.019 -0.208
C -5.9347 1.4526 4.5547 0.059 0.074 0.198
Br -7.7185 2.1769 4.7378 0.298 -0.116 -0.098
Br -5.9320 -0.2110 3.5655 -0.037 0.146 0.156
Br -4.7076 2.7417 3.7872 -0.710 -0.372 1.136
H -5.5780 1.2287 5.5557 -0.076 -0.002 -0.188
C -10.7853 0.0869 -10.8631 0.023 0.038 0.025
Br -11.4383 -1.5151 -9.9973 0.104 0.223 -0.136
Br -9.1858 -0.2563 -11.8962 -0.253 0.032 0.152
Br -12.1594 0.9406 -11.9256 0.196 -0.155 0.131
H -10.5122 0.7836 -10.0764 -0.050 -0.150 -0.130
C -8.8691 -1.1423 -1.0915 -0.066 -0.051 0.005
Br -7.4416 -1.0145 0.2083 -0.171 0.057 -0.211
Br -9.3747 0.5956 -1.7751 0.047 -0.249 0.189
Br -8.4342 -2.3787 -2.5167 -0.028 0.212 0.155
H -9.7359 -1.5439 -0.5754 0.169 0.067 -0.087
C 5.2967 -10.2610 -0.1347 -0.102 0.054 0.065
Br 6.2872 -9.3217 1.2373 -0.089 -0.209 -0.196
Br 4.7973 -9.0856 -1.5886 0.124 -0.218 0.170
Br 6.2483 -11.8237 -0.7671 -0.095 0.242 0.079
H 4.3762 -10.6125 0.3214 0.168 0.055 -0.097
C -2.7464 -4.4918 3.6593 -0.161 -0.164 0.164
Br -2.7107 -5.9304 2.3666 0.046 0.231 0.206
Br -3.7846 -4.9559 5.2266 0.129 0.051 -0.219
Br -0.9585 -3.9010 4.1230 -1.737 -1.611 0.071
H -3.2443 -3.6502 3.1857 0.135 -0.104 0.093
C 10.0797 -8.6978 2.9109 0.027 -0.074 -0.106
Br 8.6158 -8.0325 3.9904 0.177 -0.043 -0.155
Br 9.8778 -8.2068 1.0520 0.100 0.006 0.298
Br 11.7980 -8.1552 3.6169 -0.272 -0.038 -0.086
H 10.0435 -9.7820 2.9598 -0.010 0.200 0.009
C 0.1536 7.8499 5.2396 -0.060 -0.104 0.179
Br -0.6345 9.4304 6.0327 0.120 -0.192 -0.140
Br -1.1369 6.8439 4.2020 0.155 0.583 0.602
Br 1.7309 8.2768 4.2012 -0.240 -0.051 0.107
H 0.4748 7.2109 6.0569 -0.020 0.156 -0.132
```
Forces are in eV/Å.

Calculated values
DFT total energy = -2388762.5987 eV
Spin multiplicity = 1
Frontier orbital gap = 6.790 eV

Entry 3:
The following is a DFT calculation (ωB97M-V with the def2-TZVPD basis set) of a molecular structure, C36H38Cl3N4O3OsS2.

Geometry as XYZ:
```
87
Properties=species:S:1:pos:R:3:forces:R:3
Os 0.0220 0.8794 -0.9791 -0.121 0.109 0.231
C 4.4728 0.0785 -0.7884 0.002 -0.030 -0.054
C 2.9822 -0.0816 -0.8981 -0.012 0.063 0.067
N 2.1986 0.9452 -1.0770 0.051 -0.004 -0.168
N 2.9029 2.1496 -1.2260 -0.100 0.002 -0.017
C 2.2250 3.1955 -0.9492 0.070 -0.043 -0.016
S 0.5530 3.1806 -0.5309 -0.009 -0.043 0.020
S 2.9661 4.7856 -0.9891 -0.044 -0.032 -0.030
C 4.2903 4.5277 -2.2224 0.033 -0.018 0.025
C 3.7598 4.4282 -3.6239 -0.036 -0.023 0.009
C 3.4570 5.5844 -4.3371 -0.027 0.008 0.001
C 2.9292 5.5062 -5.6158 0.004 0.006 0.006
C 2.6956 4.2671 -6.1966 -0.004 -0.010 0.004
C 3.0036 3.1099 -5.4971 0.005 0.008 -0.005
C 3.5348 3.1896 -4.2176 0.059 0.018 -0.016
C 2.4811 -1.4470 -0.8023 -0.001 -0.082 -0.046
C 3.2726 -2.4901 -0.2904 0.026 0.068 0.024
C 2.8632 -3.8009 -0.3674 -0.083 -0.035 -0.042
C 1.6583 -4.1080 -1.0066 0.070 -0.004 0.039
C 0.8668 -3.1065 -1.5218 -0.047 0.058 0.046
C 1.2585 -1.7670 -1.3962 -0.220 -0.193 0.206
O 0.4680 -0.8270 -1.8877 0.254 0.274 -0.486
H 4.7969 1.0922 -0.9697 -0.014 0.008 -0.015
H 4.9588 -0.6004 -1.4887 0.002 -0.014 0.019
H 4.7846 -0.2164 0.2158 -0.001 0.020 0.009
H 4.8748 3.6575 -1.9340 -0.026 -0.010 0.012
H 4.9123 5.4142 -2.0959 0.013 -0.004 -0.014
H 3.6352 6.5540 -3.8862 -0.006 0.000 0.003
H 2.7036 6.4128 -6.1616 -0.002 0.001 0.003
H 2.2830 4.2052 -7.1950 0.004 0.000 -0.002
H 2.8358 2.1414 -5.9504 -0.001 -0.001 0.002
H 3.7864 2.2864 -3.6770 -0.014 -0.005 0.009
H 4.2240 -2.2698 0.1724 -0.002 0.012 -0.003
H 3.4817 -4.5872 0.0414 -0.004 -0.003 0.003
H 1.3433 -5.1396 -1.0970 0.006 -0.001 -0.002
H -0.0670 -3.3209 -2.0258 0.002 -0.005 -0.003
C 1.1902 0.4383 6.0407 0.011 -0.002 -0.002
C 0.0726 -0.2731 5.2790 -0.003 0.002 -0.004
C 0.1825 -1.7859 5.5251 -0.010 0.001 0.016
C -1.2806 0.2376 5.7940 -0.007 0.006 0.010
C 0.1653 -0.0294 3.7808 -0.017 -0.027 -0.022
C 1.2102 0.6593 3.1790 0.010 0.014 -0.009
C 1.2276 0.8457 1.8106 0.100 -0.019 -0.012
N 0.2802 0.3629 1.0034 -0.208 0.172 0.031
C -0.7422 -0.3252 1.5633 0.078 -0.029 0.052
C -0.8222 -0.5182 2.9258 0.055 -0.030 -0.002
C -1.7387 -0.8451 0.6119 -0.074 -0.096 0.016
C -2.7109 -1.7718 0.9357 -0.034 0.035 -0.002
C -3.5763 -2.2670 -0.0387 0.023 0.031 0.013
C -3.3948 -1.7938 -1.3358 0.028 0.007 -0.015
C -2.3976 -0.8794 -1.6043 -0.064 0.059 -0.074
N -1.6050 -0.4036 -0.6475 0.251 -0.096 0.166
C -4.6588 -3.2677 0.3374 -0.001 0.001 -0.003
C -4.0296 -4.4504 1.0872 0.004 -0.012 -0.006
C -5.3918 -3.8014 -0.8929 -0.012 0.009 -0.007
C -5.6663 -2.5526 1.2515 -0.003 -0.015 0.014
H 1.0713 0.2529 7.1080 -0.001 -0.002 -0.001
H 1.1610 1.5187 5.8879 -0.003 0.000 0.000
H 2.1769 0.0702 5.7540 -0.001 0.000 -0.003
H 0.1365 -1.9870 6.5960 -0.005 -0.001 -0.001
H 1.1264 -2.1799 5.1449 0.002 0.003 0.001
H -0.6329 -2.3320 5.0476 0.005 -0.002 -0.004
H -1.3356 0.0946 6.8736 -0.001 -0.004 0.000
H -2.1197 -0.3002 5.3507 0.003 0.007 -0.007
H -1.4069 1.3012 5.5859 0.005 0.000 0.003
H 2.0142 1.0865 3.7587 0.005 -0.012 0.005
H 2.0204 1.4087 1.3413 -0.027 0.031 -0.005
H -1.6709 -1.0495 3.3291 -0.001 -0.014 0.013
H -2.7836 -2.1265 1.9524 -0.011 -0.002 0.008
H -4.0102 -2.1353 -2.1540 -0.001 -0.002 0.004
H -2.2074 -0.5176 -2.6063 0.002 -0.017 0.007
H -3.2778 -4.9515 0.4751 -0.002 0.001 -0.004
H -4.8049 -5.1767 1.3326 0.000 0.001 0.001
H -3.5616 -4.1461 2.0239 0.005 0.004 -0.004
H -4.7083 -4.2788 -1.5976 0.000 -0.010 0.007
H -5.9390 -3.0144 -1.4149 0.010 0.003 -0.003
H -6.1190 -4.5503 -0.5802 -0.006 0.007 0.002
H -5.1982 -2.2139 2.1773 0.000 0.006 -0.003
H -6.4727 -3.2380 1.5150 0.004 -0.001 0.004
H -6.1046 -1.6861 0.7540 -0.003 -0.004 -0.005
Cl -2.9817 4.5579 -1.9806 -0.001 0.004 -0.006
C -2.8683 3.0086 -2.8052 0.000 -0.003 -0.045
Cl -4.3456 2.0506 -2.5340 -0.005 0.005 -0.012
Cl -2.5968 3.2281 -4.5201 -0.010 0.016 -0.025
C -1.7300 2.2003 -2.1843 -0.006 0.017 0.187
O -0.8506 1.6326 -2.8535 0.228 -0.049 0.068
O -1.7087 2.0652 -0.9106 -0.141 -0.091 -0.163
```
Forces are in eV/Å.

Calculated values
DFT total energy = -111753.5926 eV
Spin multiplicity = 1
Frontier orbital gap = 7.238 eV
Charge = +1